C10H10N2S | ωB97M-V/def2-TZVPD

As for the charge: 0. For the energy relative to the best compared isomer or geometry (same formula, charge and spin), the calculation gives 88.3 kcal per mole. The calculation puts the largest force on an atom at 0.0885 Eh/bohr. Its total energy is -24344.341 eV. As for the SMILES: C=Nc1ccccc1.C=CN=C=S. For the HOMO energy, the calculation gives -0.31100 hartree.

Each atom is followed by the atoms it is bonded to, with distances in Å.
Atoms and positions in Å:
1 C -0.42170 -1.29124 3.48570  N2 1.272, H9 1.034, H10 1.078
2 N 0.19097 -0.90529 2.43972  C1 1.272, C3 1.406
3 C -0.45935 -0.80295 1.19689  N2 1.406, C4 1.371, C8 1.399
4 C -0.81668 -1.84031 0.37513  C3 1.371, C5 1.371, H11 1.081
5 C -1.33100 -1.59433 -0.87131  C4 1.371, C6 1.458, H12 1.067
6 C -1.44506 -0.21422 -1.32715  C5 1.458, C7 1.367, H13 1.121
7 C -1.19234 0.79990 -0.44545  C6 1.367, C8 1.402, H14 1.078
8 C -0.62269 0.53094 0.80752  C3 1.399, C7 1.402, H15 1.086
9 H 0.14641 -1.18343 4.34330  C1 1.034
10 H -1.45695 -1.58304 3.56445  C1 1.078
11 H -0.69002 -2.90476 0.51344  C4 1.081
12 H -1.36464 -2.48061 -1.46362  C5 1.067
13 H -1.58172 -0.05682 -2.42815  C6 1.121
14 H -1.38297 1.83444 -0.68098  C7 1.078
15 H -0.61059 1.33802 1.53389  C8 1.086
16 C 1.30327 2.31647 -2.38383  C17 1.362, H21 1.138, H22 1.055
17 C 1.33923 1.90418 -1.08656  C16 1.362, N18 1.333, H23 1.138
18 N 1.62238 0.63982 -0.77456  C17 1.333, C19 1.201
19 C 2.17691 -0.37983 -0.46553  N18 1.201, S20 1.605
20 S 2.87912 -1.78352 -0.12886  C19 1.605
21 H 1.23093 3.39760 -2.73311  C16 1.138
22 H 1.62768 1.59799 -3.08519  C16 1.055
23 H 0.85882 2.66098 -0.38575  C17 1.138

Results of the Löwdin charge analysis, in e, for atoms 1 through 5: 0.002 0.046 -0.332 -0.076 -0.061